Here is a cluster of 17 separate species, C60H129N3O42 in total in a non-equilibrium geometry from the Open Molecules 2025 dataset. Energies are from ωB97M-V with the def2-TZVPD basis set.

XYZ file:
```
234
Properties=species:S:1:pos:R:3:forces:R:3
H -4.2151 -0.4161 -3.6790 -0.63 0.24 -0.42
C -1.7683 -4.0432 -3.4839 -0.40 1.22 0.63
H -0.5665 0.0809 -7.9663 0.51 0.05 0.14
H 2.6175 8.7999 -5.9393 -0.13 -0.20 0.36
H -4.0111 -0.5743 6.2798 0.08 0.00 0.84
H 5.8970 1.2417 -1.6002 -0.07 0.21 0.02
H -9.5200 -4.6177 -2.2489 -0.35 0.58 -0.15
C 5.1128 -1.3788 0.0017 -1.88 0.63 -1.05
H 2.9257 -2.5831 4.7291 -0.33 0.51 -0.20
H 8.2107 -2.9559 -3.7843 0.19 -0.10 0.06
H 0.6646 -0.2203 6.8526 -0.17 -0.20 0.36
O 0.3247 5.4461 6.7431 3.89 1.45 -0.53
O 3.7218 1.1834 5.7057 0.16 0.08 2.17
H -3.7993 1.7098 5.2038 -0.39 0.06 0.11
O -1.3817 0.0051 -6.0887 -1.11 -0.21 0.25
H -7.4521 -1.8128 -8.3066 -0.56 -0.31 -0.33
H 2.3232 -0.1065 -5.3641 0.62 -0.51 -0.39
C -2.3059 5.2031 -1.3555 0.12 -1.28 -0.09
O -7.7553 -3.7067 -1.8829 0.23 0.03 -1.40
H -4.3065 -2.0718 -4.3780 -0.03 0.05 0.61
O 4.4905 -3.5673 -3.9986 -0.90 1.47 -1.23
H -0.1177 -4.6485 -0.7041 0.11 -0.02 -0.30
H 4.0452 -1.5024 0.1835 -0.03 0.04 0.79
C -1.6550 3.6862 2.1049 -0.40 0.79 -0.65
H 1.3083 -1.2481 -4.5183 -0.19 0.06 0.22
H -4.8579 5.4620 -0.3415 -0.14 0.45 0.43
H -2.2257 0.1563 -2.1636 -0.08 0.31 0.20
H -4.6899 0.5075 4.2754 0.04 -0.11 0.00
H -0.8929 -1.5313 -7.3495 -0.45 0.12 0.25
H 3.2894 0.1392 -1.7601 -0.28 -0.44 -0.18
H -3.8677 -4.4879 -5.3042 -0.01 0.30 -0.28
H -1.0642 -2.3300 1.5940 0.32 0.40 0.13
H 2.7124 -0.5561 1.7468 0.05 0.39 0.23
C 1.8844 4.8877 1.9504 -0.08 -1.87 0.28
O -6.1156 -3.9560 -3.4826 -0.36 0.67 2.50
H 9.0838 -1.6254 -4.5312 -0.13 0.18 0.00
C 6.5643 -5.4402 1.9893 0.32 -0.61 -1.26
H -1.7035 -1.2748 -1.3143 0.32 -0.02 -0.14
H 0.7647 -1.9663 6.5740 0.16 0.05 0.14
O -6.0364 -0.4907 0.2860 -0.50 -0.46 -0.75
O -7.3154 -1.0095 -6.4990 1.23 1.12 1.58
H -4.4423 0.8115 0.3598 0.56 -0.58 -0.30
O 3.1422 -0.4785 7.1598 2.42 1.17 -4.03
N -2.4729 4.3434 -0.1464 0.72 -0.12 -0.51
H -3.8543 -2.6788 -1.8538 -0.16 -0.05 -0.26
C -3.9574 -6.2735 2.0042 0.75 -0.72 0.04
C -4.9254 0.0703 0.9965 -0.71 1.88 -0.25
O 7.1561 -2.4140 2.5837 -0.93 -0.31 -0.64
H -0.6640 -0.4441 -2.5505 0.10 -0.34 0.20
H 4.0868 8.1751 -5.0791 0.00 0.32 -0.08
C -2.8168 -4.5493 -5.5870 0.03 0.25 0.25
H -3.0117 -1.1791 5.0106 -0.23 -0.17 -0.06
H -0.2868 1.4938 -0.8632 -0.01 0.31 -0.55
H -4.8836 -6.6135 2.4675 -0.12 0.41 -0.35
C -2.5619 -4.3100 2.1623 0.87 -0.24 -0.86
C 0.9994 2.4888 4.8871 -1.26 -0.68 -1.39
C 6.9953 -0.5444 -3.3416 1.83 1.24 1.97
O -5.6768 -3.4249 -1.2729 -2.50 -0.07 -0.02
H -2.5920 3.1731 2.3212 0.12 -0.10 0.22
N 0.3398 -0.2125 0.1776 -0.26 0.15 0.37
N -1.8814 0.0410 6.1653 -2.26 -1.14 -1.92
O 3.4277 2.5165 1.9317 0.16 0.91 -0.53
C -3.7148 0.7470 4.6998 -0.22 1.52 -0.69
C 3.8634 -2.2520 5.1754 -0.64 -1.58 -0.01
C 7.7164 -2.1654 3.8625 -0.07 0.07 0.04
H -9.2681 -0.6762 -2.4534 0.36 -0.31 0.05
O 5.3290 -4.9270 2.4312 0.07 0.77 1.52
H -2.6561 -5.3699 -6.2862 -0.08 0.19 0.00
C -4.9200 4.6517 0.3848 -0.09 -0.96 -0.99
H -0.9669 3.0053 1.6039 0.10 -0.15 0.31
O 3.3133 -4.2355 2.4141 -0.70 0.65 -0.01
C 3.3973 -2.7925 -3.7460 -0.23 0.20 1.43
O 5.8793 -2.1458 0.8986 0.26 0.04 -0.28
H -0.3560 5.7601 -0.8965 0.60 0.25 -0.40
O -5.6953 -0.8432 -5.1637 -0.20 1.82 1.98
C -0.9394 5.2486 7.1323 -3.10 -1.39 1.01
H 1.9312 -0.0256 3.3063 0.28 0.82 -0.27
O -2.1189 -2.8628 -3.4974 1.06 -1.84 0.22
O 1.9100 5.0600 -4.2338 -0.66 0.24 1.28
H 7.9782 -3.1363 4.2830 0.33 -0.04 -0.39
H 1.8467 -4.7568 1.0433 -0.18 -0.33 0.39
C 2.5262 0.4507 -1.0469 -0.37 0.65 0.16
H 1.3191 -1.3287 2.4873 0.10 -0.43 -0.29
H 1.1606 -1.1373 -1.5503 -0.34 0.37 -0.09
C -0.5274 -3.9255 -1.4095 0.13 0.48 0.54
H 2.0282 -3.0841 1.1488 0.58 0.34 0.37
H 4.4690 -4.6099 -2.1990 0.18 0.52 0.31
H -1.7168 -2.1467 6.2297 -0.17 0.53 -0.77
C 0.6924 0.4299 1.4523 1.29 -0.82 0.70
H 1.8866 2.6974 4.2893 0.34 0.49 0.89
C -1.7834 1.3662 6.8076 -0.47 -2.47 0.72
H -1.6349 5.2393 6.2931 -0.08 0.06 -0.13
H -3.2441 2.8526 -3.6625 0.06 -0.82 0.19
H 3.7712 -2.5556 6.2182 0.63 -0.05 -0.03
C -4.3286 -3.5662 -1.4345 2.74 -0.39 -0.37
C 2.6895 5.6989 -5.0467 3.35 0.85 -1.79
H 6.1236 -4.0959 -2.7997 -0.28 0.62 0.14
H -8.6187 0.8975 -2.0976 -0.08 0.26 -0.72
C -1.4386 -2.1603 2.6035 0.36 -0.86 -0.17
H -0.2124 0.4283 2.0601 -0.11 0.26 0.04
H 1.5609 4.0414 2.5563 -0.24 -0.21 -0.27
O -0.5921 2.1360 -6.3982 -2.54 -2.12 1.41
C -8.3404 -0.1048 -2.4232 -0.20 1.10 1.42
O 2.1008 5.1162 5.4191 -1.68 -1.45 1.28
C 3.9424 3.6117 1.7753 -2.12 -0.44 1.05
C 3.6827 -0.1090 6.0696 -2.83 0.21 2.75
H -1.2375 4.1257 3.0109 0.09 -0.38 0.19
H -2.4086 -3.6136 -5.9690 -0.38 0.02 -0.14
C -2.3260 2.7550 -4.2418 -0.26 1.78 0.09
O 5.1952 3.8503 1.5590 2.07 0.26 0.09
H 8.0667 -2.7065 -5.5173 -0.36 0.35 0.02
H 4.1838 1.1129 3.7971 0.39 1.07 -0.66
C 2.0417 -3.9747 1.7771 -0.11 -0.53 -1.18
C -2.6839 1.3572 8.0719 1.15 1.08 0.30
O -3.7111 -4.9606 2.4797 0.73 1.86 0.52
C -4.4065 -1.0046 -4.5763 0.92 -2.10 -1.34
H -2.4416 3.5871 -4.9362 0.35 -0.21 -0.56
H -1.4783 3.0077 -3.6049 0.13 -0.38 0.03
H -0.6670 5.9096 -2.6758 -0.14 0.33 0.22
H -4.2689 -0.6685 1.4560 -0.33 -0.23 -0.51
C 5.7554 1.3931 -2.6703 0.64 0.31 0.58
H -4.0521 3.2952 -1.0607 0.08 0.21 -0.13
H 6.6606 -6.4995 2.2273 -0.38 -0.14 -0.36
H 5.2928 -0.3040 -0.0205 0.50 -0.21 0.42
H 3.1046 0.8554 -0.2164 -0.30 0.06 0.36
O -6.2389 1.2989 -1.1679 -0.75 -2.62 1.03
H -0.3400 4.3640 -1.9646 -0.30 -0.26 0.22
H -1.7209 -1.1239 2.7885 -0.80 -0.20 -0.36
H 7.1519 3.1096 1.4503 -0.37 0.48 -0.14
H -3.8188 2.7496 0.5301 0.54 0.24 0.36
H 1.9603 1.2701 -1.4901 0.24 0.34 -0.17
C 3.1990 7.9217 -5.6587 1.25 -0.41 -1.07
H 6.5341 2.0621 -3.0367 0.23 -0.23 -0.03
O 0.4445 3.4753 5.7651 1.73 1.18 0.40
H 4.5994 2.7586 4.6722 -0.93 -0.15 -0.22
C -8.8307 -4.0492 -2.8732 1.48 -0.75 0.93
O 3.3226 4.8129 1.8947 0.12 0.54 -0.17
O 7.0317 -1.4161 -4.3214 -2.38 0.88 -0.80
H 5.6010 1.3858 4.7964 0.06 -0.39 0.24
C -8.0592 -1.7195 -7.4061 -0.35 -1.23 -0.86
H 1.0578 1.4526 1.3588 -0.08 0.37 -0.27
H -3.6589 -0.8827 -5.3602 0.14 0.66 0.24
O 4.0371 -5.4860 0.6359 0.40 1.12 1.64
C 4.2142 -4.9229 1.7145 0.06 -1.27 -1.84
H 6.0556 1.9382 2.1487 -0.55 0.38 0.21
H -3.1954 -6.9651 2.3636 0.27 0.12 0.00
C 5.1138 -4.4162 -3.0562 -0.65 -1.12 0.73
O -5.3839 -2.2217 -6.9409 -1.63 1.78 1.50
C 1.4971 -0.6090 -0.6582 0.01 -0.64 0.18
H -0.9708 5.4069 1.1060 0.20 -0.24 -1.10
O -7.5792 -0.5884 -1.2802 1.17 -0.17 0.20
H 8.5926 -1.5459 3.6710 -0.09 0.15 0.75
H -8.2792 -2.6886 -6.9584 0.03 -0.37 -0.40
C -1.3551 -0.3234 -1.7163 0.55 1.42 1.23
C 4.5580 1.6695 4.6564 0.49 -1.43 -0.33
H -3.9468 -6.3356 0.9161 -0.29 0.19 0.05
H 1.1600 3.5018 -5.1855 -0.09 -0.60 0.08
C -3.1982 -0.2893 5.6118 0.58 -0.54 -0.56
O 6.1952 -0.3197 2.2838 0.54 -4.00 -0.94
O 3.2136 -1.8975 -4.7613 1.90 -1.83 0.08
H -0.7145 1.4385 7.0085 -0.18 0.64 0.52
H 0.4311 -0.7020 -6.6105 0.24 0.41 -0.50
O -1.7160 -4.7722 1.3906 -1.49 1.38 1.78
H -4.9425 4.9862 1.4220 0.54 0.09 -0.11
H -9.0221 -1.2300 -7.5522 0.32 0.29 -0.18
O -1.0676 -4.6824 -2.4803 -1.17 0.31 -1.93
H -2.5643 2.2987 8.6080 -0.08 0.25 0.07
H -2.5604 5.6022 1.5688 -0.52 0.01 0.34
H -1.2658 -3.3661 -0.8351 -0.30 -0.02 -0.32
H -2.8471 4.7222 -2.1703 -0.14 -0.30 0.04
C -0.5440 -0.5375 -7.0690 0.60 -0.48 -0.67
H 0.2324 2.3559 4.1242 -0.25 0.13 -0.25
H 1.4866 4.7833 0.9410 -0.05 0.11 0.01
H -1.0848 4.3182 7.6811 0.10 -0.32 -0.10
H -0.6838 -2.3191 3.3736 0.24 -0.47 -0.16
C 6.1252 2.7448 1.4189 -0.45 -0.45 -0.47
H -5.3317 0.7308 1.7625 -0.11 -0.31 0.47
C -6.0492 -1.4299 -6.2483 0.70 -2.02 -2.27
H 6.6404 -5.2275 0.9230 0.12 -0.46 -0.09
H 2.0029 -1.4294 -0.1491 0.03 0.06 0.32
H -3.7573 1.2310 7.9304 0.16 -0.21 -0.43
C -1.9064 4.8482 1.1308 -0.92 -0.48 -0.03
O 4.0612 -0.8750 5.0613 0.44 0.43 -0.08
H -3.0003 0.9565 3.9037 0.05 -0.19 -0.31
H 3.5208 7.3810 -6.5488 0.25 0.47 -0.25
H -1.5717 0.9094 0.0758 0.27 -0.53 0.85
H -4.0686 -4.4469 -2.0217 -0.15 0.12 -0.44
C 1.7819 -0.3637 2.2809 -1.64 -0.58 -0.47
H 1.4381 5.7355 2.4703 1.07 0.51 -0.22
O 7.9486 -0.3598 -2.5712 -2.34 0.01 -1.36
H 0.3293 -0.8369 5.2848 -0.07 -0.19 -0.25
H 4.6079 -2.7613 4.5635 0.33 0.04 0.48
C -6.4602 -3.6994 -2.3223 -0.88 -0.66 -1.72
H -1.4544 -1.3708 7.6993 0.09 0.07 0.50
C -0.8292 5.3193 -1.7740 -0.41 0.12 0.74
H 4.8175 1.9112 -2.8706 -0.18 -0.60 -0.06
H 6.9802 -1.7879 4.5722 0.10 0.69 -0.27
O -2.2376 1.4940 -4.8475 0.38 -0.19 -0.98
H -8.4683 -4.7589 -3.6169 0.36 0.21 0.02
O 5.7866 0.1248 -3.3148 1.05 -1.19 -0.93
H 1.0007 1.4935 5.3316 0.55 0.40 0.64
C 6.3788 -1.5261 1.9538 0.19 3.26 1.52
C -3.7989 3.6620 -0.0659 0.00 1.49 0.52
H -2.7813 6.1830 -1.3127 0.14 0.41 0.47
C -0.7224 0.5589 -0.5105 0.14 -1.32 -2.19
O -2.0750 -4.9225 -4.4329 1.12 -0.80 1.29
H -1.2515 6.0144 7.8424 0.33 0.33 -0.27
H 1.3031 3.2649 -3.4285 0.18 0.35 0.05
O 3.6104 5.2702 -5.7534 -2.03 -0.01 1.19
C 2.3218 -0.8499 -4.5670 -1.54 0.72 0.86
H 5.8964 2.3056 0.4479 0.32 -0.12 -0.03
C 8.1533 -2.1924 -4.5601 1.41 -1.05 0.58
H 5.2548 -5.4149 -3.4694 -0.18 0.12 -0.61
C -1.2975 -1.2239 6.6307 1.89 1.93 1.32
H -2.0602 2.1167 6.0671 0.11 0.00 0.19
O -2.5340 -3.0763 2.8122 -0.88 -1.73 -0.52
C -1.3666 1.3037 -5.8755 2.08 2.01 0.36
C 0.1989 -1.0638 6.3429 0.05 -0.75 -0.12
C 1.0985 4.6817 5.9663 -0.59 -0.25 -1.72
H -5.8911 4.1876 0.2124 -0.09 -0.15 -0.03
H -2.3001 0.6150 8.7720 -0.20 -0.25 -0.11
H -9.2380 -3.1839 -3.3962 0.07 0.11 0.49
H 2.7461 3.1522 -4.5057 0.13 0.23 0.20
H 2.5250 -0.2897 -3.6544 0.04 -0.24 0.13
O 2.4467 7.0105 -4.9290 -1.94 -0.57 1.28
O 2.6948 -2.8453 -2.7416 1.21 0.04 -1.58
C -6.5840 0.1779 -0.7543 0.37 1.55 -1.01
H 5.1096 -1.7445 -1.0251 1.10 -0.42 0.07
H 0.2372 -3.2286 -1.7527 0.06 -0.12 -0.10
C 1.7990 3.6574 -4.3163 -0.33 -0.71 -1.22
H 7.4482 -4.9936 2.4447 -0.68 0.68 0.45
H 1.2229 -3.8799 2.4902 0.48 -0.28 0.29
H -3.8163 -3.7580 -0.4918 -0.55 0.20 0.46
H -7.8388 -0.0956 -3.3909 0.38 -0.19 0.32
```
Forces are in eV/Å.

E_tot = -154771.0965 eV
LUMO energy = -0.638 eV
F_max = 4.84 eV/Å

Atomic partial charges in e from the Löwdin method, atoms 1 to 99: number 1, H, carries 0.10; number 2, C, carries -0.53; number 3, H, carries 0.11; number 4, H, carries 0.10; number 5, H, carries 0.12; number 6, H, carries 0.07; number 7, H, carries 0.09; number 8, C, carries -0.03; number 9, H, carries 0.09; number 10, H, carries 0.09; number 11, H, carries 0.05; number 12, O, carries 0.01; number 13, O, carries -0.02; number 14, H, carries 0.07; number 15, O, carries -0.01; number 16, H, carries 0.10; number 17, H, carries 0.10; number 18, C, carries -0.24; number 19, O, carries -0.02; number 20, H, carries 0.06; number 21, O, carries -0.01; number 22, H, carries 0.09; number 23, H, carries 0.07; number 24, C, carries -0.07; number 25, H, carries 0.09; number 26, H, carries 0.06; number 27, H, carries 0.05; number 28, H, carries 0.08; number 29, H, carries 0.10; number 30, H, carries 0.05; number 31, H, carries 0.09; number 32, H, carries 0.08; number 33, H, carries 0.06; number 34, C, carries -0.03; number 35, O, carries 0.09; number 36, H, carries 0.10; number 37, C, carries -0.04; number 38, H, carries 0.04; number 39, H, carries 0.07; number 40, O, carries -0.01; number 41, O, carries -0.02; number 42, H, carries 0.06; number 43, O, carries 0.06; number 44, N, carries -0.16; number 45, H, carries 0.09; number 46, C, carries -0.05; number 47, C, carries -0.02; number 48, O, carries -0.03; number 49, H, carries 0.06; number 50, H, carries 0.10; number 51, C, carries -0.01; number 52, H, carries 0.09; number 53, H, carries 0.09; number 54, H, carries 0.10; number 55, C, carries -0.50; number 56, C, carries -0.04; number 57, C, carries -0.54; number 58, O, carries 0.02; number 59, H, carries 0.06; number 60, N, carries -0.16; number 61, N, carries -0.18; number 62, O, carries 0.08; number 63, C, carries -0.11; number 64, C, carries -0.04; number 65, C, carries -0.02; number 66, H, carries 0.09; number 67, O, carries -0.01; number 68, H, carries 0.10; number 69, C, carries -0.07; number 70, H, carries 0.06; number 71, O, carries 0.00; number 72, C, carries -0.49; number 73, O, carries 0.04; number 74, H, carries 0.05; number 75, O, carries 0.02; number 76, C, carries -0.11; number 77, H, carries 0.06; number 78, O, carries 0.08; number 79, O, carries 0.02; number 80, H, carries 0.09; number 81, H, carries 0.09; number 82, C, carries -0.07; number 83, H, carries 0.04; number 84, H, carries 0.08; number 85, C, carries -0.05; number 86, H, carries 0.07; number 87, H, carries 0.09; number 88, H, carries 0.11; number 89, C, carries -0.22; number 90, H, carries 0.08; number 91, C, carries -0.21; number 92, H, carries 0.10; number 93, H, carries 0.09; number 94, H, carries 0.10; number 95, C, carries -0.07; number 96, C, carries -0.59; number 97, H, carries 0.09; number 98, H, carries 0.09; number 99, C, carries -0.04